Record 1
The following is a DFT calculation (ωB97M-V/def2-TZVPD) of a structure of composition C28H41AlBrCa2Cl5F2N2O11PS at a distorted geometry.

Values from the calculation:
* LUMO energy: -7.32 eV
* highest occupied orbital energy: -8.59 eV
* Kohn-Sham gap: 1.27 eV
* ΔE to the lowest compared entry with this formula, charge and spin: 0.0000 eV

Structure (ORCA input):
```
! wB97M-V def2-TZVPD RIJCOSX def2/J DEFGRID3
* xyz 1 1
C 1.209 1.904 -5.291
C 1.197 1.732 -3.667
F -0.151 1.648 -3.144
C 2.072 2.880 -2.907
C 1.841 4.436 -3.194
P 0.528 5.092 -4.383
C 0.295 6.982 -4.115
C -1.176 4.363 -4.033
C 2.716 5.553 -2.492
C 3.835 5.163 -1.486
C 4.033 3.651 -1.179
C 3.177 2.462 -1.849
N 3.505 1.060 -1.466
C 3.569 0.829 -0.001
C 2.789 -0.316 0.742
C 2.879 -0.548 2.308
C 1.961 -1.741 2.888
C 0.446 -1.349 2.425
C 0.117 0.188 2.806
O -0.210 1.064 1.958
O 0.213 0.604 4.158
C 3.807 0.346 3.204
C 4.603 1.495 2.552
C 4.470 1.741 0.991
S 5.355 3.154 0.087
H 0.113 2.059 -5.619
H 1.647 0.991 -5.811
H 1.830 2.836 -5.557
H 1.649 0.679 -3.495
H 0.220 7.137 -2.970
H -0.720 7.333 -4.536
H 1.147 7.593 -4.561
H -2.023 5.110 -4.220
H -1.329 3.503 -4.810
H -1.222 3.857 -3.008
H 2.585 6.670 -2.716
H 4.522 5.911 -0.945
H 2.824 0.373 -1.821
H 2.105 -0.997 0.142
H 1.944 -1.662 4.036
H 2.267 -2.770 2.510
H -0.351 -2.047 2.871
H 0.412 -1.479 1.279
H 0.293 1.589 4.202
H 3.876 0.146 4.324
H 5.298 2.191 3.146
C 2.863 -2.184 -5.479
Cl 2.853 -1.014 -4.136
Cl 1.224 -2.831 -5.702
Cl 3.395 -1.366 -6.960
Cl 3.979 -3.510 -5.098
Ca 6.136 6.618 -1.612
O 0.993 -4.125 8.142
C 2.120 -3.834 7.554
C 1.855 -3.315 6.072
O 3.042 -3.041 5.513
H 2.861 -4.655 7.452
H 2.735 -3.042 8.020
H 1.137 -2.481 6.168
H 1.228 -4.083 5.590
Al 4.090 -2.578 7.658
O -4.838 1.833 -6.672
Cl -3.885 1.865 -5.587
O -3.166 0.610 -5.533
O -4.580 2.080 -4.335
O -2.942 2.949 -5.803
F 1.860 -3.528 -7.728
C -7.061 -1.738 1.989
O -6.811 -3.070 1.565
C -6.633 -3.191 0.152
C -5.180 -3.524 -0.184
N -4.297 -2.386 0.081
C -2.874 -2.719 0.035
C -2.345 -3.729 1.067
O -2.366 -3.254 2.411
C -3.615 -3.408 3.075
H -7.361 -1.769 3.038
H -6.156 -1.127 1.912
H -7.868 -1.283 1.410
H -6.971 -2.297 -0.382
H -7.260 -4.027 -0.170
H -5.107 -3.795 -1.241
H -4.895 -4.395 0.415
H -4.506 -2.012 0.999
H -2.331 -1.778 0.180
H -2.625 -3.071 -0.972
H -1.290 -3.904 0.832
H -2.832 -4.707 0.990
H -4.158 -4.295 2.739
H -4.222 -2.512 2.940
H -3.420 -3.508 4.145
O 1.025 -2.935 11.242
H 1.080 -3.038 10.295
Ca 2.861 3.223 1.114
Br 4.095 2.463 -4.554
*
```

=====

Record 2
The following is a DFT calculation (ωB97M-V/def2-TZVPD) of a structure of composition C28H41BF5LiNNaO10RbS at a distorted geometry.

Values from the calculation:
* LUMO energy: -4.04 eV
* highest occupied orbital energy: -8.48 eV
* Kohn-Sham gap: 4.44 eV

Structure (ORCA input):
```
! wB97M-V def2-TZVPD RIJCOSX def2/J DEFGRID3
* xyz 1 1
C 3.997 -1.970 4.426
C 5.103 -2.348 3.450
O 4.531 -2.930 2.296
C 4.400 -2.045 1.218
C 3.107 -2.183 0.444
O 1.988 -2.437 1.269
C 0.814 -2.030 0.632
O 0.611 -0.637 0.640
C -0.340 -0.129 1.586
B -0.234 -0.743 3.102
C -1.507 -1.050 3.964
O 0.985 -1.056 3.671
C -1.774 -0.262 1.100
C -2.801 0.562 1.535
C -4.116 0.486 1.070
N -4.447 -0.411 0.129
C -3.471 -1.188 -0.304
C -2.143 -1.190 0.120
C 0.017 1.403 1.725
C 1.508 1.581 1.775
C -0.622 2.179 0.571
C 0.134 3.272 -0.191
C 0.979 2.793 -1.358
C 0.569 1.789 -2.240
C 1.371 1.372 -3.302
C 2.622 1.955 -3.481
C 3.041 2.951 -2.614
C 2.236 3.371 -1.555
O -0.471 1.776 3.032
C -0.476 3.123 3.337
S 0.224 3.286 5.034
O -0.302 4.403 5.738
O 0.032 2.025 5.685
C 2.104 3.400 4.963
F 2.501 3.903 6.107
F 2.656 2.144 4.917
F 2.577 4.171 3.984
H 3.197 -2.696 4.376
H 4.383 -1.937 5.443
H 3.582 -0.996 4.192
H 5.740 -1.494 3.206
H 5.747 -3.073 3.936
H 5.224 -2.158 0.510
H 4.476 -1.016 1.579
H 3.201 -2.983 -0.292
H 2.978 -1.254 -0.115
H -0.025 -2.599 1.016
H 0.922 -2.315 -0.419
H -2.130 -0.171 4.094
H -1.239 -1.432 4.945
H -2.091 -1.798 3.428
H 0.898 -0.870 4.613
H -2.597 1.322 2.268
H -4.934 1.165 1.468
H -3.746 -1.902 -1.069
H -1.435 -1.871 -0.322
H 1.799 2.634 1.995
H 1.967 0.962 2.570
H 2.006 1.300 0.837
H -1.532 2.644 0.934
H -0.954 1.488 -0.186
H 0.711 3.964 0.416
H -0.654 3.869 -0.649
H -0.393 1.315 -2.037
H 1.030 0.579 -3.943
H 3.250 1.609 -4.286
H 4.013 3.405 -2.733
H 2.566 4.144 -0.879
H 0.132 3.745 2.683
H -1.480 3.522 3.464
Rb 3.483 1.041 3.269
C -1.374 -0.756 -4.944
C -1.914 -2.144 -4.669
O -3.260 -2.270 -5.137
C -3.384 -2.436 -6.496
O -2.471 -2.496 -7.262
O -4.669 -2.496 -6.768
C -4.958 -2.603 -8.203
H -2.042 0.026 -4.553
H -0.386 -0.639 -4.503
H -1.300 -0.575 -6.014
H -1.950 -2.337 -3.603
H -1.271 -2.902 -5.114
H -4.431 -3.444 -8.632
H -4.685 -1.658 -8.675
H -6.019 -2.784 -8.284
F -6.447 0.999 1.732
Li -2.474 0.284 -2.958
F -5.671 -5.052 -7.586
Na -4.789 -4.191 -5.118
*
```

=====

Record 3
The following is a DFT calculation (ωB97M-V/def2-TZVPD) of a structure of composition C28H41BrN2O5PtSSi.

Values from the calculation:
* LUMO energy (spin up / spin down): -0.41 / -1.24 eV
* highest occupied orbital energy (spin up / spin down): -7.70 / -8.22 eV
* Kohn-Sham gap (spin up / spin down): 7.29 / 6.98 eV
* ΔE to the lowest compared entry with this formula, charge and spin: 0.0000 eV

Structure (ORCA input):
```
! wB97M-V def2-TZVPD RIJCOSX def2/J DEFGRID3
* xyz 0 3
Pt 0.774 1.436 -0.919
O 5.199 -0.693 -3.048
C 4.162 -0.970 -3.899
C 4.328 -2.080 -4.723
C 3.332 -2.454 -5.606
C 2.150 -1.725 -5.667
C 1.995 -0.618 -4.849
C 2.992 -0.209 -3.960
C 2.707 1.091 -3.186
O 1.384 1.145 -2.840
N 3.605 1.263 -1.996
N 3.022 1.173 -0.776
C 3.699 1.457 0.261
C 3.228 1.302 1.637
Br 1.439 0.732 1.877
C 4.043 1.487 2.670
C 3.750 1.368 4.115
C 2.652 1.997 4.698
C 2.424 1.887 6.062
C 3.287 1.145 6.858
C 4.391 0.526 6.287
C 4.628 0.648 4.925
H 4.864 -0.051 -2.405
H 5.254 -2.639 -4.642
H 3.477 -3.322 -6.238
H 1.356 -2.016 -6.345
H 1.079 -0.041 -4.874
H 2.985 1.929 -3.837
H 4.318 1.970 -2.081
H 4.730 1.801 0.157
H 5.073 1.736 2.414
H 1.981 2.582 4.082
H 1.572 2.388 6.506
H 3.104 1.057 7.921
H 5.072 -0.049 6.903
H 5.493 0.171 4.479
C 0.980 -2.198 -0.158
C -0.531 -2.037 -0.150
C -1.123 -2.642 -1.418
C -1.141 -2.664 1.096
O -0.766 -0.606 -0.097
Si -2.093 0.356 -0.273
S -1.257 2.320 -0.363
O -2.831 -0.059 -1.658
C -4.120 0.232 -2.234
C -3.990 -0.095 -3.710
C -4.455 1.704 -2.035
C -5.172 -0.656 -1.579
O -3.163 0.151 0.936
C -3.342 0.689 2.254
C -1.994 0.847 2.950
C -4.053 2.030 2.140
C -4.204 -0.317 2.996
H 1.247 -3.247 -0.302
H 1.414 -1.849 0.783
H 1.406 -1.618 -0.980
H -0.848 -3.697 -1.475
H -0.734 -2.125 -2.299
H -2.212 -2.561 -1.426
H -0.931 -3.737 1.116
H -2.226 -2.521 1.106
H -0.719 -2.208 1.995
H -3.226 0.539 -4.166
H -4.940 0.067 -4.225
H -3.692 -1.138 -3.836
H -3.670 2.333 -2.460
H -4.543 1.940 -0.968
H -5.404 1.943 -2.519
H -4.922 -1.709 -1.736
H -6.157 -0.463 -2.010
H -5.209 -0.468 -0.505
H -1.386 1.602 2.443
H -1.455 -0.106 2.944
H -2.142 1.156 3.988
H -3.440 2.736 1.574
H -4.243 2.451 3.131
H -5.009 1.903 1.625
H -3.673 -1.267 3.101
H -5.130 -0.494 2.445
H -4.452 0.059 3.992
*
```

=====

Record 4
The following is a DFT calculation (ωB97M-V/def2-TZVPD) of a structure of composition C28H41N5RuSSeSi at a distorted geometry.

Values from the calculation:
* LUMO energy (spin up / spin down): -4.92 / -4.96 eV
* highest occupied orbital energy (spin up / spin down): -8.06 / -8.43 eV
* Kohn-Sham gap (spin up / spin down): 3.15 / 3.46 eV
* ΔE to the lowest compared entry with this formula, charge and spin: 1.3528 eV

Structure (ORCA input):
```
! wB97M-V def2-TZVPD RIJCOSX def2/J DEFGRID3
* xyz 1 2
Ru 1.646 0.280 0.292
C 1.708 3.120 -0.322
C 0.398 3.005 0.441
N 0.030 1.577 0.641
C -0.500 1.256 1.971
C 0.619 1.177 2.955
C 0.483 1.631 4.253
C 1.565 1.536 5.110
C 2.754 1.017 4.628
C 2.840 0.578 3.316
C 4.156 0.009 2.808
N 4.615 0.465 1.519
C 4.868 1.886 1.312
C 4.105 2.408 0.102
N 2.663 2.233 0.368
N 1.769 0.638 2.498
H 2.053 4.158 -0.326
H 1.593 2.794 -1.357
H 0.511 3.480 1.420
H -0.402 3.527 -0.082
H -0.736 1.320 -0.030
H -0.988 0.279 1.885
H -1.260 1.970 2.293
H -0.456 2.056 4.577
H 1.490 1.883 6.132
H 3.628 0.956 5.262
H 4.054 -1.078 2.756
H 4.918 0.212 3.561
H 4.018 0.089 0.802
H 5.936 2.071 1.173
H 4.565 2.475 2.189
H 4.380 1.858 -0.800
H 4.337 3.463 -0.062
H 2.553 2.435 1.360
C 0.068 -5.196 -0.163
Si 0.761 -4.622 -1.798
C -0.538 -3.784 -2.840
C 1.517 -6.056 -2.723
C 2.176 -3.384 -1.457
C 3.491 -3.615 -1.862
C 4.497 -2.688 -1.617
C 4.182 -1.520 -0.955
N 2.936 -1.269 -0.537
C 1.972 -2.182 -0.792
S 0.450 -1.541 -0.174
H -0.728 -5.923 -0.334
H -0.353 -4.370 0.412
H 0.837 -5.678 0.445
H -1.322 -4.501 -3.093
H -0.115 -3.411 -3.775
H -1.009 -2.945 -2.323
H 0.741 -6.794 -2.938
H 2.292 -6.562 -2.142
H 1.947 -5.750 -3.679
H 3.737 -4.533 -2.383
H 5.514 -2.866 -1.935
H 4.940 -0.778 -0.741
C -7.907 2.928 -1.531
C -6.586 2.231 -1.356
C -6.458 0.865 -1.556
C -5.242 0.205 -1.408
C -5.182 -1.276 -1.650
C -4.106 0.944 -1.035
Se -2.453 0.035 -0.837
C -4.219 2.331 -0.830
C -3.035 3.170 -0.449
C -5.451 2.947 -0.993
H -8.701 2.220 -1.760
H -7.858 3.656 -2.343
H -8.186 3.471 -0.626
H -7.332 0.289 -1.840
H -6.162 -1.654 -1.939
H -4.851 -1.808 -0.757
H -4.468 -1.515 -2.440
H -2.605 2.826 0.496
H -3.322 4.216 -0.337
H -2.255 3.102 -1.213
H -5.530 4.019 -0.836
*
```

=====

Record 5
The following is a DFT calculation (ωB97M-V/def2-TZVPD) of a structure of composition C28H41NO5PtS at a distorted geometry.

Values from the calculation:
* LUMO energy: -0.41 eV
* highest occupied orbital energy: -7.28 eV
* Kohn-Sham gap: 6.87 eV
* ΔE to the lowest compared entry with this formula, charge and spin: 0.0000 eV

Structure (ORCA input):
```
! wB97M-V def2-TZVPD RIJCOSX def2/J DEFGRID3
* xyz 0 1
Pt -0.901 -0.569 -0.210
C 2.020 -0.222 1.368
C 2.555 -1.012 0.267
C 1.650 -2.020 -0.009
C 0.465 -1.811 0.875
C 0.820 -0.716 1.790
C 0.143 -0.421 3.128
C -0.220 -1.759 3.784
C 1.101 0.331 4.052
C -1.140 0.414 3.003
C 1.663 -3.223 -0.968
C 3.017 -3.949 -1.020
C 0.666 -4.298 -0.506
C 1.247 -2.793 -2.384
C 3.947 -0.667 -0.274
C 4.023 -0.698 -1.808
C 4.380 0.753 0.132
C 5.002 -1.598 0.350
H 2.527 0.624 1.805
H -0.231 -2.589 1.136
H 0.651 -2.416 3.839
H -1.000 -2.276 3.224
H -0.591 -1.593 4.797
H 2.034 -0.217 4.184
H 0.634 0.464 5.030
H 1.336 1.324 3.662
H -1.861 -0.065 2.336
H -0.924 1.409 2.613
H -1.611 0.521 3.983
H 3.341 -4.227 -0.016
H 3.805 -3.376 -1.487
H 2.905 -4.868 -1.599
H 0.920 -4.664 0.492
H 0.721 -5.145 -1.193
H -0.360 -3.947 -0.503
H 1.894 -2.006 -2.780
H 0.223 -2.418 -2.373
H 1.284 -3.645 -3.067
H 3.251 -0.060 -2.241
H 3.901 -1.688 -2.223
H 4.995 -0.323 -2.137
H 3.703 1.523 -0.248
H 5.366 0.952 -0.290
H 4.461 0.862 1.211
H 4.787 -2.652 0.183
H 5.047 -1.435 1.428
H 5.988 -1.377 -0.066
C -5.307 6.171 0.166
C -4.653 4.950 -0.417
C -4.304 4.904 -1.765
C -3.691 3.787 -2.305
C -3.420 2.709 -1.473
C -3.760 2.723 -0.127
C -4.377 3.849 0.389
S -2.669 1.286 -2.159
O -3.066 1.150 -3.524
O -1.097 1.682 -2.195
N -2.736 0.122 -1.191
C -3.638 -1.017 -1.424
C -2.977 -2.331 -1.008
O -3.574 -3.373 -1.073
O -1.721 -2.282 -0.579
H -5.674 6.836 -0.613
H -4.595 6.729 0.777
H -6.144 5.897 0.809
H -4.525 5.751 -2.402
H -3.439 3.742 -3.355
H -3.531 1.870 0.496
H -4.650 3.871 1.437
H -3.913 -1.115 -2.475
H -4.555 -0.921 -0.843
C 1.127 1.765 -1.326
C -0.329 1.608 -1.020
O -0.826 1.741 0.095
H 1.325 2.834 -1.440
H 1.397 1.251 -2.244
H 1.689 1.378 -0.479
*
```

=====

Q: Number 3 is which compound?
A: C28H41BrN2O5PtSSi